Formula: C9H28O5
Source: the Open Molecules 2025 dataset
Level of theory: the ωB97M-V functional and the def2-TZVPD basis

Geometry as XYZ:
```
42
Properties=species:S:1:pos:R:3:mulliken_charge:R:1
C -0.878 4.080 2.276 -1.194
C -1.565 4.124 0.892 0.343
C -0.518 4.493 -0.205 -1.144
O -2.158 2.901 0.523 -0.489
H -1.660 3.777 2.997 0.330
H -0.532 5.070 2.567 0.367
H -0.187 3.223 2.314 0.280
H -2.341 4.893 0.948 0.309
H 0.369 3.876 0.073 0.257
H -0.301 5.569 -0.096 0.361
H -0.751 4.298 -1.313 0.298
H -2.960 2.824 1.026 0.278
C -0.608 -3.723 1.813 -1.497
C -0.901 -2.517 0.924 1.304
C -2.310 -2.478 0.400 -1.356
O -0.722 -1.324 1.703 -0.591
H -1.260 -3.761 2.667 0.357
H 0.429 -3.693 2.254 0.336
H -0.651 -4.667 1.251 0.368
H -0.195 -2.530 0.113 -0.264
H -2.357 -1.484 -0.145 0.294
H -2.951 -2.576 1.232 0.378
H -2.593 -3.258 -0.287 0.378
H -1.280 -0.635 1.333 0.271
C 3.546 -2.040 -2.211 -1.463
C 2.364 -1.126 -2.392 0.583
C 1.013 -1.889 -2.697 -1.154
O 2.288 -0.387 -1.155 -0.519
H 3.386 -2.778 -1.424 0.344
H 4.375 -1.381 -2.090 0.395
H 3.662 -2.582 -3.183 0.351
H 2.637 -0.430 -3.177 0.247
H 0.718 -1.922 -3.747 0.387
H 0.213 -1.344 -2.213 0.235
H 1.008 -2.879 -2.368 0.310
H 1.396 0.023 -1.140 0.232
O -0.846 0.409 -0.593 -0.387
H -0.112 0.691 -0.057 0.229
H -1.413 1.159 -0.743 0.203
O 1.465 0.343 1.309 -0.643
H 0.980 -0.332 1.802 0.336
H 2.203 -0.015 0.821 0.342
```

As for the highest occupied orbital energy: -10.044 eV. Its molecular weight is 216.3 u. For the HOMO-LUMO gap, the calculation gives 10.669 eV. The LUMO energy is 0.625 eV. The relative energy (zero: lowest compared OMol25 entry of this formula, charge and spin) comes out at 0.300 eV.

---

Formula: C11H14O3P
Source: the Open Molecules 2025 dataset
Level of theory: the ωB97M-V functional and the def2-TZVPD basis

Geometry as XYZ:
```
29
Properties=species:S:1:pos:R:3:mulliken_charge:R:1
C -1.732 -0.297 0.156 -0.352
C -3.001 -0.018 -0.196 0.749
C -2.802 2.343 -0.579 0.158
C 2.072 0.893 -0.278 -0.372
C 2.643 1.727 0.620 -0.171
C 0.075 -2.000 -0.481 -0.899
C 0.472 -0.802 -1.189 -1.275
C -1.396 -1.772 0.095 0.541
C 0.754 0.403 -0.308 0.523
C 4.056 2.200 0.431 -1.223
C -1.464 -2.479 1.470 -1.534
O -3.914 -0.702 -0.663 -0.745
O -3.064 3.510 -0.407 -0.599
O -3.439 1.380 0.042 -0.332
P -0.631 0.977 0.677 -0.325
H 2.804 0.574 -0.995 0.229
H 2.032 2.293 1.322 0.323
H 0.137 -2.877 -1.096 0.456
H 0.899 -2.271 0.268 0.253
H 1.231 -1.143 -1.951 0.381
H -0.342 -0.583 -1.867 0.414
H -2.159 -2.286 -0.611 0.351
H -1.859 2.013 -1.070 0.340
H 3.990 3.213 0.031 0.266
H 4.540 2.331 1.428 0.312
H 4.671 1.519 -0.093 0.384
H -2.358 -2.171 1.974 0.429
H -0.494 -2.522 2.131 0.274
H -1.723 -3.454 1.137 0.446
```

The charge is -1. As for the highest occupied orbital energy (alpha / beta): -3.357 / -3.354 eV. Its molecular weight is 225.2 u. For the HOMO-LUMO gap (alpha / beta), the calculation gives 6.463 / 6.462 eV. The LUMO energy (alpha / beta) is 3.106 / 3.108 eV. The relative energy (zero: lowest compared OMol25 entry of this formula, charge and spin) comes out at 2.565 eV.

---

Formula: C24H29N4O3PdS2
Source: the Open Molecules 2025 dataset
Level of theory: the ωB97M-V functional and the def2-TZVPD basis

Geometry as XYZ:
```
63
Properties=species:S:1:pos:R:3:mulliken_charge:R:1
Pd 0.027 -0.303 -1.603 0.123
C -1.059 -2.657 5.210 -1.448
C -0.162 -2.145 4.114 1.105
C 0.858 -1.241 4.392 -0.730
C 1.660 -0.735 3.376 -0.462
C 1.447 -1.145 2.071 -0.344
C 0.439 -2.051 1.775 -0.442
C -0.357 -2.544 2.793 -0.782
S 2.365 -0.414 0.733 1.233
O 2.589 -1.447 -0.251 -0.735
O 3.544 0.177 1.337 -0.786
N 1.322 0.625 0.109 0.943
C 0.990 1.778 0.802 -0.982
C 1.816 2.479 1.674 -0.375
C 1.399 3.654 2.322 -0.818
C 0.162 4.194 2.118 -1.011
C -0.717 3.540 1.228 1.167
C -2.010 4.040 0.951 -0.688
C -2.827 3.382 0.080 -0.828
C -2.343 2.200 -0.517 -0.412
N -1.160 1.708 -0.274 0.345
C -0.323 2.343 0.575 0.038
H -0.565 -2.611 6.181 0.374
H -1.357 -3.690 5.027 0.371
H -1.972 -2.060 5.275 0.274
H 1.028 -0.925 5.416 0.331
H 2.457 -0.036 3.590 0.452
H 0.268 -2.343 0.748 0.409
H -1.154 -3.239 2.549 0.408
H 2.814 2.114 1.854 0.676
H 2.099 4.140 2.992 0.379
H -0.156 5.105 2.612 0.347
H -2.331 4.953 1.442 0.377
H -3.820 3.744 -0.155 0.380
H -2.954 1.649 -1.229 0.401
C -2.541 -3.446 -2.523 -0.460
C -3.713 -2.847 -1.743 -0.606
C -2.984 -1.917 -0.786 -0.057
O -1.806 -2.624 -0.413 -0.216
C -1.421 -3.501 -1.479 -0.334
H -2.247 -2.775 -3.331 0.020
H -2.763 -4.426 -2.947 0.384
H -4.249 -3.620 -1.184 0.288
H -4.426 -2.323 -2.380 0.341
H -3.536 -1.688 0.128 0.308
H -2.713 -0.981 -1.288 -0.190
H -1.293 -4.503 -1.057 0.356
H -0.472 -3.160 -1.898 0.165
S -0.771 -0.416 -3.770 -0.389
C 0.764 0.361 -3.421 -0.046
N 1.944 -0.285 -3.795 -0.293
C 3.247 0.195 -3.320 -0.727
C 3.118 1.517 -2.582 0.295
C 2.137 2.412 -3.322 -0.866
N 0.847 1.753 -3.473 -0.165
H 1.822 -1.280 -3.707 0.271
H 3.909 0.322 -4.184 0.393
H 3.693 -0.551 -2.658 0.279
H 4.098 1.993 -2.511 0.440
H 2.742 1.345 -1.575 -0.442
H 2.541 2.674 -4.309 0.287
H 1.984 3.346 -2.779 0.417
H 0.068 2.187 -3.006 0.258
```

The charge is -1. As for the highest occupied orbital energy: -3.438 eV. Its molecular weight is 592.1 u. For the HOMO-LUMO gap, the calculation gives 6.234 eV. The LUMO energy is 2.796 eV. The relative energy (zero: lowest compared OMol25 entry of this formula, charge and spin) comes out at 0.342 eV.